Entry 1:
Molecular formula: C3H7N2S
Method: DFT, ωB97M-V/def2-TZVPD

Values from the calculation:
2S+1 = 1
charge = +1
SMILES = C1=NSC[NH2+]C1
E_tot = -17030.545 eV

```
13
Properties=species:S:1:pos:R:3:forces:R:3
S 2.626 -0.497 -0.015 -2.17 -2.47 -0.16
N 2.184 1.009 0.057 0.15 1.82 0.31
N -0.196 -0.466 0.450 -0.68 -0.09 -0.75
C -0.232 0.915 -0.136 1.79 -2.00 -0.01
C 1.077 1.606 0.018 -0.93 0.23 -0.90
C 0.643 -1.411 -0.269 4.02 3.27 -2.15
H 0.634 -1.350 -1.380 -0.76 -0.10 1.03
H 0.909 2.685 0.003 1.02 -0.02 0.25
H 0.594 -2.338 0.152 0.00 -2.47 0.98
H -0.998 1.451 0.272 -1.99 1.40 1.64
H 0.084 -0.502 1.400 0.26 0.26 1.46
H -0.597 0.636 -1.081 0.13 0.49 -2.07
H -1.142 -0.800 0.387 -0.81 -0.33 0.37
```
Forces are in eV/Å.

---

Entry 2:
Molecular formula: C9H10N2S
Method: DFT, ωB97M-V/def2-TZVPD

Values from the calculation:
2S+1 = 1
E_tot = -23307.582 eV

```
22
Properties=species:S:1:pos:R:3:forces:R:3
S 3.573 0.307 1.957 0.54 -0.88 -0.59
N 2.509 1.447 2.469 -3.45 -0.08 0.13
N 0.111 0.325 1.202 -0.16 -0.11 -0.52
C -0.541 -1.784 -1.669 -0.12 -0.24 -0.34
C -0.604 1.167 0.394 -0.31 0.29 -0.36
C -0.343 -0.834 -0.645 0.04 0.59 0.41
C 0.494 0.602 2.471 3.05 1.27 0.93
C -1.885 -0.145 -2.849 -0.17 0.59 0.07
C -0.926 0.485 -0.761 0.40 -0.28 0.50
C -1.698 0.810 -1.896 -0.21 -0.05 -0.41
C -1.307 -1.435 -2.740 0.29 -0.43 0.16
C 0.297 -0.878 0.576 0.03 -0.55 -0.24
H 0.055 1.465 2.941 -0.25 0.00 -0.01
H 0.831 -1.671 1.060 0.09 -0.10 0.14
H 3.415 0.563 0.645 0.22 -0.02 0.11
H -2.491 0.072 -3.717 -0.02 0.06 -0.04
H 0.746 -0.245 3.089 -0.10 -0.07 0.00
H -2.142 1.791 -1.988 -0.06 0.07 -0.06
H 2.574 1.530 3.479 0.18 -0.04 0.10
H -0.103 -2.767 -1.579 0.01 -0.10 -0.08
H -0.841 2.162 0.711 -0.04 0.19 0.12
H -1.493 -2.145 -3.533 0.04 -0.10 -0.01
```
Forces are in eV/Å.